The following is a quantum chemistry calculation of a molecular structure, B2F8Tl at a distorted geometry, from OMol25.

**HOMO (spin up / spin down)**: -11.3823 / -11.3757 eV
**Molecular weight**: 377.991 g mol⁻¹
**E_tot**: -27792.8839 eV
**Max |F|**: 3.29 eV/A
**Frontier orbital gap (spin up / spin down)**: 9.8 / 2.1 eV
**LUMO energy (spin up / spin down)**: -1.56 / -9.25 eV
**Expectation value of S²**: 0.756
**Energy relative to the best compared isomer or geometry (same formula, charge and spin)**: 0.0 kcal per mole

The geometry in ORCA input format:
```
! RIJCOSX wB97M-V def2-TZVPD def2/J DEFGRID3
* xyz 0 2
Tl 8.92378 9.42937 1.22764
B 12.59790 10.75593 -0.44636
F 12.50135 10.18937 -1.67367
F 13.66579 10.19309 0.19238
F 12.80520 12.07179 -0.51361
F 11.45746 10.46576 0.29604
B 6.73648 7.29080 2.71156
F 7.87294 6.90754 2.06014
F 6.61118 8.63889 2.53735
F 5.68412 6.63607 2.09719
F 6.84095 6.94460 4.02107
*
```

Atom charges from the Löwdin analysis, given in e for atoms 1 to 8:
1 Tl 1.2522
2 B -1.3335
3 F 0.3902
4 F 0.4073
5 F 0.2531
6 F 0.1317
7 B -1.4988
8 F 0.0581